Entry 1:
{
  "formula": "C18H18N2O2S",
  "method": "ωB97M-V/def2-TZVPD",
  "species": ["C", "O", "N", "C", "S", "C", "C", "C", "C", "C", "C", "C", "C", "C", "N", "C", "C", "C", "C", "C", "C", "C", "O", "H", "H", "H", "H", "H", "H", "H", "H", "H", "H", "H", "H", "H", "H", "H", "H", "H", "H"],
  "xyz": [[1.46250, 3.30344, 1.17724], [1.40994, 1.92382, 0.85792], [0.11348, 1.43725, 0.76610], [-0.35250, 0.62467, 1.75623], [0.78942, 0.20531, 3.04648], [1.00592, -1.55677, 2.51294], [1.10547, -1.59613, 1.02537], [-0.00241, -2.00022, 0.28890], [-0.03129, -1.86946, -1.08611], [1.05664, -1.33273, -1.76022], [1.01217, -1.09336, -3.23720], [2.18318, -0.98580, -1.02591], [2.23105, -1.10498, 0.35430], [3.45630, -0.68563, 1.10474], [-1.51190, 0.09279, 1.76569], [-2.33033, 0.28736, 0.68530], [-3.59142, -0.31628, 0.66847], [-4.40764, -0.16538, -0.42914], [-3.99062, 0.58225, -1.52999], [-2.75389, 1.18672, -1.52693], [-1.91491, 1.05106, -0.41951], [-0.60403, 1.69040, -0.40999], [-0.13606, 2.38362, -1.28424], [0.99506, 3.90627, 0.39549], [2.52505, 3.52728, 1.23040], [0.99101, 3.50178, 2.14491], [0.14142, -2.10806, 2.87834], [1.90958, -1.88164, 3.02444], [-0.86425, -2.39829, 0.80593], [-0.91500, -2.16574, -1.63304], [0.22435, -1.67892, -3.70491], [0.81303, -0.03777, -3.42587], [1.96447, -1.34239, -3.70077], [3.04151, -0.58332, -1.54476], [4.24071, -0.38739, 0.41468], [3.22985, 0.15751, 1.75539], [3.82855, -1.50147, 1.72406], [-3.89517, -0.89603, 1.52545], [-5.38088, -0.63361, -0.44150], [-4.64182, 0.68678, -2.38452], [-2.40655, 1.77302, -2.36415]],
  "nbo_charge": [-0.2568, -0.3372, -0.1810, 0.3140, 0.2213, -0.5219, 0.0025, -0.2097, -0.2407, 0.0094, -0.6323, -0.2130, -0.0048, -0.6461, -0.5076, 0.2461, -0.2370, -0.1777, -0.2272, -0.1414, -0.2221, 0.6494, -0.5913, 0.2024, 0.2047, 0.1757, 0.2331, 0.2337, 0.2143, 0.2129, 0.2132, 0.2301, 0.2160, 0.2052, 0.2171, 0.2371, 0.2112, 0.2276, 0.2169, 0.2178, 0.2360],
  "e_tot_ha": -1354.87029,
  "e_above_lowest_kcal_mol": 56.7,
  "total_charge": 0
}

Entry 2:
{
  "formula": "C18H18N2O3",
  "method": "ωB97M-V/def2-TZVPD",
  "species": ["C", "C", "N", "C", "C", "C", "C", "C", "C", "C", "C", "O", "C", "C", "C", "C", "C", "C", "C", "C", "N", "O", "O", "H", "H", "H", "H", "H", "H", "H", "H", "H", "H", "H", "H", "H", "H", "H", "H", "H", "H"],
  "xyz": [[-1.18399, -2.31213, -1.88814], [-1.18033, -0.95561, -1.18371], [-1.34648, -1.08267, 0.24772], [-2.70770, -1.13499, 0.74799], [-3.45973, 0.14032, 0.46944], [-2.89619, 1.36420, 0.81125], [-3.57332, 2.54204, 0.55552], [-4.82338, 2.50991, -0.04074], [-5.39177, 1.29501, -0.38134], [-4.71044, 0.11598, -0.13152], [-0.32196, -1.05257, 1.12861], [-0.48538, -1.07252, 2.33676], [1.04915, -1.01793, 0.54359], [1.94448, -0.12983, 0.96468], [3.33106, -0.09249, 0.50891], [4.09128, -1.26193, 0.48957], [5.42399, -1.24439, 0.12500], [6.04307, -0.05179, -0.22521], [5.31320, 1.11901, -0.22413], [3.96818, 1.09615, 0.12924], [3.23182, 2.32720, 0.04222], [2.02301, 2.26243, -0.06114], [3.86497, 3.36199, 0.05473], [-0.38536, -2.94635, -1.51090], [-2.12940, -2.82397, -1.72781], [-1.04456, -2.17401, -2.95686], [-2.00417, -0.34354, -1.56314], [-0.24872, -0.42303, -1.38891], [-3.22798, -1.98839, 0.30081], [-2.63175, -1.29407, 1.82853], [-1.92330, 1.38696, 1.27946], [-3.12556, 3.48740, 0.82323], [-5.35321, 3.42982, -0.23910], [-6.36620, 1.26387, -0.84668], [-5.15698, -0.83101, -0.40193], [1.30034, -1.76120, -0.20017], [1.64001, 0.62013, 1.68276], [3.62171, -2.18591, 0.79041], [5.98857, -2.16449, 0.11966], [7.08527, -0.03908, -0.50250], [5.75773, 2.06152, -0.50615]],
  "nbo_charge": [-0.6143, -0.2194, -0.4334, -0.2677, 0.0543, -0.2369, -0.1987, -0.2210, -0.1943, -0.2521, 0.6539, -0.6257, -0.2915, -0.1314, -0.0506, -0.1922, -0.1721, -0.2137, -0.1923, 0.0847, 0.5146, -0.3702, -0.3745, 0.2024, 0.2069, 0.2147, 0.2125, 0.2174, 0.1947, 0.2606, 0.2218, 0.2155, 0.2131, 0.2109, 0.2077, 0.2111, 0.2351, 0.2265, 0.2211, 0.2241, 0.2483],
  "e_tot_ha": -1031.84961,
  "e_above_lowest_kcal_mol": 103.3,
  "total_charge": 0
}

Entry 3:
{
  "formula": "C18H18N2O3S2",
  "method": "ωB97M-V/def2-TZVPD",
  "species": ["C", "C", "O", "N", "C", "C", "N", "C", "S", "S", "C", "C", "C", "C", "O", "C", "C", "C", "C", "C", "C", "C", "O", "C", "C", "H", "H", "H", "H", "H", "H", "H", "H", "H", "H", "H", "H", "H", "H", "H", "H", "H", "H"],
  "xyz": [[-5.22578, 0.64648, 3.10604], [-4.97426, -0.26378, 1.88051], [-5.99310, -0.90401, 1.58430], [-3.68598, -0.43956, 1.31432], [-3.66116, -1.21939, 0.10235], [-2.25298, -1.10492, -0.62041], [-1.21463, -1.67375, 0.26589], [0.10092, -1.89598, -0.24124], [0.35109, -2.41427, -1.85014], [1.53768, -1.91989, 0.83751], [2.33780, -0.61886, 0.08963], [3.65958, -0.86663, -0.37534], [4.39431, -2.14739, -0.08023], [4.37872, 0.26287, -0.87244], [5.56240, 0.38449, -0.68443], [3.59519, 1.29888, -1.55762], [4.17630, 2.08890, -2.56314], [3.36776, 3.16777, -3.16222], [2.06559, 3.39048, -2.70713], [1.51964, 2.47728, -1.86831], [2.24477, 1.44227, -1.22662], [1.71437, 0.67227, -0.14346], [0.61333, 0.90873, 0.32512], [-1.38760, -1.36708, 1.76691], [-2.36514, -0.19018, 1.93226], [-4.80826, 0.41975, 4.08038], [-6.29298, 0.74080, 3.17499], [-4.73744, 1.52905, 2.69621], [-4.39181, -0.72933, -0.53141], [-3.92577, -2.20424, 0.32951], [-2.27040, -1.64926, -1.45495], [-2.05730, -0.03220, -0.96115], [5.11220, -2.40312, -0.81460], [4.82735, -1.99938, 0.91282], [3.65901, -2.87277, -0.16063], [5.19714, 1.78944, -2.89917], [3.92079, 3.75846, -3.88250], [1.38281, 4.15321, -3.09577], [0.44774, 2.75846, -1.63744], [-2.02069, -2.25927, 2.11437], [-0.48691, -1.44162, 2.41297], [-2.61757, 0.01836, 2.96777], [-1.79672, 0.70894, 1.49652]],
  "nbo_charge": [-0.7098, 0.6930, -0.6149, -0.4620, -0.2143, -0.2132, -0.4297, -0.0409, -0.1157, 0.3303, -0.2699, 0.0482, -0.6539, 0.4832, -0.4949, -0.1261, -0.1584, -0.1672, -0.2239, -0.1574, -0.0692, 0.4889, -0.5339, -0.2404, -0.2319, 0.2292, 0.2476, 0.2146, 0.2199, 0.2036, 0.2286, 0.2057, 0.2350, 0.2417, 0.2398, 0.2396, 0.2231, 0.2279, 0.2332, 0.1968, 0.2590, 0.2239, 0.2148],
  "e_tot_ha": -1828.21321,
  "e_above_lowest_kcal_mol": 66.2,
  "total_charge": 0
}

Entry 4:
{
  "formula": "C18H18N2O4S",
  "method": "ωB97M-V/def2-TZVPD",
  "species": ["C", "O", "C", "C", "C", "C", "C", "N", "S", "O", "O", "C", "C", "C", "C", "C", "C", "C", "C", "N", "O", "C", "C", "C", "C", "H", "H", "H", "H", "H", "H", "H", "H", "H", "H", "H", "H", "H", "H", "H", "H", "H", "H"],
  "xyz": [[-7.59931, -1.80851, -0.95396], [-7.20922, -0.91136, 0.05752], [-5.88188, -0.76459, 0.32009], [-4.85911, -1.45622, -0.31872], [-3.54006, -1.22270, 0.03187], [-3.21260, -0.30743, 1.01807], [-1.78069, -0.00273, 1.36770], [-1.34409, 1.29295, 0.87165], [-0.84698, 1.35037, -0.72585], [-0.90223, 2.72865, -1.11147], [-1.51536, 0.37526, -1.54038], [0.85604, 0.84637, -0.52271], [1.27304, -0.37919, -1.00449], [2.58491, -0.77377, -0.82000], [3.47759, 0.06546, -0.15033], [4.85737, -0.33467, 0.04991], [5.56623, -1.44572, -0.33687], [6.86878, -1.22234, 0.17405], [8.05634, -2.10204, 0.05442], [6.91101, -0.07749, 0.80569], [5.68311, 0.47919, 0.73733], [3.03751, 1.30355, 0.32745], [1.72524, 1.69156, 0.14043], [-4.24127, 0.38024, 1.65638], [-5.55739, 0.15731, 1.31722], [-7.18188, -1.52522, -1.92528], [-7.30403, -2.83570, -0.71620], [-8.68570, -1.74824, -0.99761], [-5.07324, -2.17366, -1.09469], [-2.75575, -1.75286, -0.48514], [-1.10956, -0.74064, 0.92494], [-1.64034, -0.00374, 2.45454], [-1.99737, 2.03730, 1.06615], [0.56148, -0.99957, -1.52646], [2.91956, -1.72864, -1.19295], [5.22980, -2.29158, -0.89750], [8.30056, -2.25984, -0.99476], [7.85094, -3.07154, 0.50528], [8.90180, -1.64208, 0.55662], [3.73619, 1.94665, 0.83949], [1.35959, 2.64323, 0.49004], [-4.00538, 1.09621, 2.43159], [-6.35923, 0.68614, 1.80771]],
  "nbo_charge": [-0.2524, -0.4907, 0.2950, -0.2622, -0.1677, -0.0873, -0.2450, -0.8593, 2.3126, -0.9333, -0.9394, -0.3390, -0.1777, -0.2093, 0.0040, 0.2756, -0.3371, 0.1492, -0.6416, -0.1241, -0.2708, -0.1958, -0.1691, -0.1888, -0.2521, 0.1780, 0.1753, 0.2008, 0.2128, 0.2168, 0.2143, 0.2119, 0.4067, 0.2442, 0.2187, 0.2299, 0.2267, 0.2263, 0.2390, 0.2347, 0.2411, 0.2046, 0.2245],
  "e_tot_ha": -1505.31672,
  "e_above_lowest_kcal_mol": 83.2,
  "total_charge": 0
}

Entry 5:
{
  "formula": "C18H18N2O5S",
  "method": "ωB97M-V/def2-TZVPD",
  "species": ["C", "O", "C", "C", "N", "C", "S", "C", "C", "C", "C", "C", "C", "O", "O", "C", "O", "N", "C", "C", "C", "C", "C", "C", "C", "O", "H", "H", "H", "H", "H", "H", "H", "H", "H", "H", "H", "H", "H", "H", "H", "H", "H", "H"],
  "xyz": [[3.81691, 3.91317, 1.61059], [3.97742, 2.66059, 2.23282], [3.09745, 1.66566, 1.78852], [3.46906, 1.09036, 0.40792], [2.46932, 0.14544, -0.04036], [1.35772, 0.54671, -0.71480], [1.18461, 2.26693, -1.06134], [-0.43488, 2.24702, -1.91127], [-1.50822, 1.74154, -1.02337], [-1.90540, 2.13594, 0.23072], [-2.93952, 1.26070, 0.60478], [-3.10138, 0.39152, -0.44963], [-3.98984, -0.75836, -0.62424], [-3.97979, -1.50956, -1.56726], [-4.82381, -0.88380, 0.42280], [-5.71614, -1.98792, 0.36211], [-2.23056, 0.69598, -1.43352], [0.41432, -0.21568, -1.12223], [0.48732, -1.55485, -0.85538], [-0.54841, -2.39463, -1.27690], [-0.47798, -3.74202, -1.00626], [0.61189, -4.27899, -0.32026], [1.63552, -3.46183, 0.10251], [1.58468, -2.09077, -0.15928], [2.65267, -1.20972, 0.29345], [3.63884, -1.55344, 0.90893], [2.77444, 4.24873, 1.66272], [4.45027, 4.60625, 2.16079], [4.12882, 3.89919, 0.56113], [2.06612, 2.05171, 1.75205], [3.15424, 0.86505, 2.53090], [4.41933, 0.55661, 0.48600], [3.55261, 1.89002, -0.33189], [-0.59395, 3.28593, -2.20242], [-0.35021, 1.60656, -2.78735], [-1.49991, 2.94476, 0.80416], [-3.49383, 1.25529, 1.52012], [-6.33940, -1.92222, 1.24986], [-5.15794, -2.92644, 0.35348], [-6.32634, -1.93422, -0.54182], [-1.38771, -1.96711, -1.80235], [-1.27758, -4.39123, -1.33086], [0.64986, -5.33932, -0.12080], [2.48939, -3.84954, 0.63725]],
  "nbo_charge": [-0.2506, -0.5268, -0.0680, -0.2621, -0.4453, 0.3295, 0.2499, -0.5556, 0.3214, -0.3287, -0.2163, 0.1213, 0.7451, -0.5893, -0.5016, -0.2592, -0.3622, -0.5532, 0.2561, -0.2344, -0.1749, -0.2326, -0.1372, -0.2369, 0.6732, -0.6010, 0.1663, 0.1980, 0.1625, 0.1628, 0.2043, 0.2536, 0.2108, 0.2487, 0.2656, 0.2335, 0.2382, 0.1960, 0.1925, 0.1952, 0.2428, 0.2181, 0.2162, 0.2343],
  "e_tot_ha": -1580.63033,
  "e_above_lowest_kcal_mol": 18.4,
  "total_charge": 0
}